Entry 1:
Here is a cluster of 10 separate species, C22H69N5O10 in total from the Open Molecules 2025 dataset. Energies are from ωB97M-V with the def2-TZVPD basis set.

SMILES: COC[C@H](C)N.COC[C@H](C)N.COC[C@H](C)N.COC[C@H](C)N.COC[C@H](C)N.CCO.O.O.O.O
Calculated total energy (Eh): -1905.695320
Energy relative to the best compared isomer or geometry (same formula, charge and spin) (kJ/mol): 0.0
Frontier orbital gap (hartree): 0.3377
LUMO (eV): 0.090
Total charge: 0
E_HOMO (Ha): -0.334

```
106
Properties=species:S:1:pos:R:3:forces:R:3:mulliken_charge:R:1
H -0.8366 1.7022 -1.7916 -0.1 0.1 0.0 0.32
H -0.6813 6.1654 3.1660 0.4 -0.1 0.4 0.43
H 4.1776 -3.8702 -1.7787 -0.2 0.0 -0.2 0.42
C 0.2145 6.3294 2.5501 -0.8 0.4 -0.5 -0.79
H 3.8914 -2.1296 -1.8168 0.0 0.0 0.1 0.31
H 1.1102 7.1491 4.9171 0.1 0.1 -0.1 0.28
H 0.9486 3.1712 1.9534 0.1 0.1 0.0 -0.01
H -2.1848 -2.8759 -2.8276 0.0 0.0 0.4 0.19
H 0.6431 1.1124 3.0194 -0.1 0.0 0.1 0.29
C -4.2335 -5.0649 -4.0903 0.0 0.5 0.6 -0.70
H 6.2170 2.6669 -0.4921 0.0 0.0 0.0 0.43
H -4.1299 3.1458 1.3375 0.0 0.1 0.0 0.27
C 1.9001 4.0887 -2.2948 -0.2 -0.4 -0.2 -0.95
O 0.4359 1.7824 -0.1381 -0.1 0.2 -0.4 0.28
H 3.4596 -3.9946 0.5249 0.3 -0.1 -0.1 0.42
H 2.6154 4.8198 -2.6776 -0.1 0.1 0.2 0.31
N 2.9385 -2.0471 0.7743 0.5 0.5 -0.9 -0.41
H -0.9065 -0.9579 2.4794 0.3 0.1 -0.1 0.41
H -3.9829 -2.4313 0.6634 -0.1 0.0 0.2 0.23
O -0.0897 0.7487 2.5169 0.0 0.1 0.1 -0.67
C -4.2502 2.8744 2.3924 0.1 -0.1 0.4 -0.71
H 0.9382 4.5340 -2.0510 0.1 0.3 0.0 0.29
O 0.5766 -3.7128 0.3752 0.0 0.0 -0.3 -0.79
H -5.5969 -5.6758 -6.4836 0.0 -0.1 -0.3 0.39
C -4.5023 -0.6840 1.6616 -0.1 -0.3 -0.3 0.27
O 0.8679 7.5344 2.8767 -0.1 0.1 0.1 -0.35
H 0.7598 0.9129 -1.9753 -0.1 0.4 -0.2 0.23
H 6.0406 -4.0713 2.9246 -0.1 0.1 -0.1 0.32
H 5.7417 1.0601 -1.1010 0.0 0.1 -0.1 0.31
H -4.0058 0.0634 -2.7044 -0.1 0.0 0.0 0.24
C 5.2191 -3.3434 2.8484 0.5 -0.2 0.1 -0.79
H -3.7237 -1.6503 3.3784 -0.1 0.1 0.2 0.31
H -5.4762 -0.5029 1.1849 0.0 0.1 0.1 0.40
C 0.7144 7.9130 4.2304 0.1 -0.6 0.1 -0.68
C 5.6109 1.7832 -0.2929 0.2 -0.2 -0.1 -1.68
H -3.5642 1.0584 0.8591 0.1 0.0 0.1 0.33
O -4.6605 1.5344 2.5253 -0.2 0.1 0.0 -0.41
C -5.1728 -6.5074 -5.9314 0.0 -0.6 1.1 -1.50
H 2.4470 0.9004 0.0213 0.0 0.0 0.1 0.21
H 3.5187 0.6148 1.1803 0.2 -0.1 0.0 0.25
C -0.0730 1.1055 -1.2844 0.6 -1.0 0.2 0.16
H -1.4509 -0.2673 -0.2840 0.1 -0.1 0.2 -0.16
H 1.0996 2.4054 -0.4916 -0.1 0.3 0.4 -0.20
H 3.0639 -1.1900 0.2292 -0.2 -0.2 0.2 0.23
H -3.7879 -2.5368 -3.4229 -0.2 -0.1 0.1 0.32
C 4.1441 2.0873 -0.1396 -1.1 -0.9 0.7 0.97
N 0.3584 3.9677 2.1522 -0.4 0.0 0.2 -0.38
O -3.0112 -4.4172 -3.7790 -0.3 0.0 0.1 -0.34
N 3.4464 0.7884 0.1824 0.1 0.9 -0.3 -0.50
H -3.6182 -1.0841 -0.1491 0.0 -0.1 0.2 -0.12
H -0.1563 4.1538 1.2971 0.1 0.0 0.0 0.16
H 1.7250 3.3523 -3.0923 0.1 0.0 0.1 0.37
H -2.8701 0.4824 2.4074 0.0 0.2 0.0 0.13
H -3.8763 -7.8159 -4.0097 -0.1 0.0 -0.1 0.25
H 3.2805 -1.7948 1.6950 0.0 -0.3 0.1 0.21
H 4.2805 3.2624 -1.9423 -0.1 0.3 0.4 0.48
H 5.8232 -3.8577 0.3973 -0.2 -0.1 0.1 0.40
H -0.2420 6.4667 1.5536 0.5 -0.1 -0.1 0.34
H 1.4858 4.9478 3.5652 0.1 0.2 0.0 0.19
C 1.1423 5.1381 2.5420 0.2 -0.6 0.2 0.41
H -5.2379 -2.3377 2.8181 -0.2 0.1 0.1 0.40
C -3.9385 -6.1006 -5.1400 0.1 -0.2 -0.5 0.56
H -4.9890 -4.3404 -4.4396 0.2 0.0 -0.1 0.35
H -5.2642 -0.7559 3.6613 0.0 -0.1 0.1 0.39
O -1.0495 -1.8524 2.1468 -0.1 -0.3 -0.1 -0.71
O -3.4357 -0.2998 -2.0206 -0.1 0.2 -0.1 -0.61
H -5.9261 -6.8738 -5.2183 -0.1 0.2 -0.1 0.31
H -3.2454 -5.6096 -5.8310 0.1 -0.1 0.0 0.27
H -2.6683 0.2809 -1.9993 0.0 0.0 0.0 0.24
H 1.3946 -3.1895 0.4264 -0.1 0.1 0.2 0.42
H -5.0219 3.4927 2.8475 0.0 0.0 -0.1 0.29
H -1.8424 -1.7832 1.5873 -0.2 0.1 0.1 0.36
H 1.9327 5.4369 0.5895 0.0 -0.6 0.0 0.11
H 3.0729 4.5563 1.6490 -0.1 -0.2 0.1 0.18
O 2.3789 3.4568 -1.1200 0.1 -0.2 -0.1 -0.25
H -2.4999 -6.9808 -4.0200 0.1 -0.1 -0.1 0.29
C -0.5448 -0.2820 -0.8896 -0.2 0.2 -0.4 -0.47
H 3.3177 1.8634 -2.1054 -0.3 0.0 0.3 0.35
H -4.9139 -7.3790 -6.5282 -0.1 0.3 -0.5 0.41
C 3.5280 2.6773 -1.3872 1.0 -0.2 -0.9 -0.91
H 5.9654 1.2923 0.6132 0.1 0.1 0.0 0.39
H -0.0616 -3.1077 0.7751 -0.1 0.0 0.3 0.27
H -0.3428 8.0273 4.4969 0.0 0.3 -0.1 0.30
H -4.6260 -5.5000 -3.1577 -0.2 -0.2 -0.2 0.25
H 2.8352 6.3023 1.6968 0.0 -0.2 0.7 0.46
H 5.1788 -2.8020 3.7910 -0.1 0.0 0.0 0.24
H 5.8164 -2.2075 -0.1380 -0.2 0.1 0.1 0.35
C 3.8353 -3.0348 0.1377 -1.4 -0.8 1.3 0.59
C -3.1810 -3.3029 -2.9251 0.4 0.2 -0.8 -0.67
C -3.8062 0.6458 1.8544 0.1 0.0 -0.3 -0.15
N -3.2587 -7.2900 -4.6224 0.2 0.1 0.2 -0.74
C 5.2907 -2.9044 0.5284 0.9 0.4 -0.6 -0.88
O 5.4794 -2.3928 1.8283 -0.1 -0.2 0.3 -0.34
C 2.3193 5.3372 1.6132 0.2 1.3 -0.9 -1.06
H 1.2775 8.8301 4.3668 -0.1 0.1 0.1 0.26
C 3.5800 -3.0674 -1.3395 0.6 0.2 -0.6 -1.57
H 0.2557 -0.7989 -0.3653 -0.1 -0.1 0.2 -0.02
H 3.9501 2.7498 0.7090 0.3 0.4 -0.2 -0.28
H -3.6153 -3.5486 -1.9530 0.0 -0.1 0.0 0.33
H -0.7421 -0.8412 -1.8107 -0.1 -0.1 0.2 0.29
H -3.3119 3.0482 2.9351 0.0 0.0 -0.2 0.30
H 4.2987 -3.9132 2.6940 -0.1 0.2 0.0 0.35
H 2.5283 -3.2247 -1.5647 0.0 -0.1 0.1 0.32
H -0.1240 1.2675 1.7016 0.1 -0.1 -0.1 0.22
C -4.7096 -1.3963 2.9809 0.3 -0.2 -0.3 -1.52
N -3.6317 -1.4873 0.7869 0.0 0.0 -0.3 -0.31
```
Forces are in eV/Å.

---

Entry 2:
Here is a cluster of 16 separate species, C22H76N4O16 in total from the Open Molecules 2025 dataset. Energies are from ωB97M-V with the def2-TZVPD basis set.

Calculated total energy (Eh): -2306.400671
Energy relative to the best compared isomer or geometry (same formula, charge and spin) (kJ/mol): 41.3
Frontier orbital gap (hartree): 0.3562
LUMO (eV): 0.200
Total charge: 0
E_HOMO (Ha): -0.349

```
118
Properties=species:S:1:pos:R:3:forces:R:3:mulliken_charge:R:1
C 9.1500 13.9500 9.0750 0.8 -1.0 -0.2 -1.79
H 12.3340 6.4460 7.7440 0.8 -0.5 0.1 0.56
H 8.5530 10.1870 12.8300 1.2 -1.0 1.4 0.30
H 14.0690 5.2680 9.1850 0.5 -0.1 -0.8 0.42
C 14.1130 13.9390 7.6640 -2.0 -1.6 -1.6 -0.35
H 17.3130 7.8790 11.9580 -0.3 0.1 0.7 0.34
O 10.5430 11.4290 12.2200 -1.0 -4.3 3.0 -0.73
H 13.4010 10.8490 11.2110 1.2 -1.5 1.9 -0.36
H 11.9680 14.7780 12.3820 0.2 -1.4 0.9 0.22
H 14.6550 12.7640 9.1110 0.6 0.5 -1.0 -0.45
H 15.7440 7.2450 12.4100 -1.3 -2.2 -0.5 0.47
O 10.6550 15.5250 9.7100 2.6 1.4 0.8 -0.56
H 18.0380 12.4190 12.5470 0.3 0.7 2.0 0.35
H 10.0160 15.9610 9.1710 -0.7 0.2 -0.4 0.34
O 10.0740 11.7620 6.9470 -0.5 -0.6 0.9 -0.59
H 14.1860 8.6560 5.5630 0.6 1.0 1.1 0.33
H 18.0560 12.4140 6.9460 0.6 0.2 0.1 0.51
C 10.6370 10.5340 6.5240 -0.4 -0.7 -0.6 2.31
H 17.1430 9.4610 8.2020 -0.6 0.2 0.1 0.03
H 9.1290 9.1150 14.1570 0.8 1.1 -1.0 0.27
H 18.2680 10.2590 5.9190 0.8 -0.3 0.4 0.39
C 13.9240 10.5700 5.3990 1.0 0.9 -0.5 -0.19
H 10.5080 7.7250 12.8370 -1.1 1.4 -0.9 0.31
C 16.7440 12.5660 11.1440 -0.7 -1.8 2.0 -0.28
H 16.3010 10.1410 11.8680 -0.1 0.1 0.5 0.10
H 16.2580 6.8190 9.3680 -1.0 -0.4 0.4 0.15
H 12.4650 8.1370 7.9480 0.0 0.6 -0.1 0.28
H 13.0540 8.2120 13.0120 0.0 0.1 0.6 0.17
O 14.4570 10.3750 8.5990 -0.5 0.5 0.3 1.70
H 11.6100 10.4020 6.9570 0.9 0.2 -0.1 -1.15
O 14.7620 5.6320 8.6040 -1.5 -2.1 -0.4 -0.60
H 11.0530 7.2060 8.2840 -3.3 0.3 1.3 0.50
C 13.9680 15.6310 10.7060 0.1 -0.1 -1.9 -0.66
H 14.4290 14.7640 6.9840 0.3 -0.5 0.8 0.51
H 17.8170 10.4890 9.5490 0.3 -1.4 -0.5 0.15
H 12.9720 6.5400 12.3740 0.2 0.0 0.4 0.43
N 9.3590 9.8090 13.4140 -6.8 -1.3 -1.2 -0.37
H 16.6250 11.5460 7.3740 0.1 -0.7 0.2 -0.26
C 12.1260 8.0220 11.1020 2.9 -1.0 -0.4 1.03
C 11.7890 7.3650 7.6080 3.4 -0.9 -2.0 -0.91
O 11.4360 7.4230 6.2300 -0.7 0.5 0.1 -0.58
H 14.7300 9.4210 12.4580 0.2 0.4 -0.4 -0.60
H 14.0490 15.2000 12.9190 -0.4 -1.4 1.0 0.27
H 12.3330 10.5910 13.6770 0.3 0.4 0.5 0.14
H 13.0740 10.3540 4.8030 -0.7 -0.4 -0.5 0.46
O 11.2090 7.1740 13.0900 1.0 -1.9 2.2 -0.63
H 9.6270 10.6790 4.5730 0.4 0.3 0.6 0.41
O 14.3860 9.4500 6.1220 -0.4 -2.0 -1.1 -0.74
H 13.2240 14.2460 8.2230 0.0 0.3 -0.1 0.01
H 14.6010 6.9170 10.1870 0.8 0.3 -1.0 -0.22
N 12.0350 13.8400 12.8350 -2.7 -0.1 -1.3 -0.14
H 11.4240 9.3960 14.6570 0.0 0.5 -0.8 0.28
H 15.6320 8.2750 14.2460 0.2 0.1 0.3 0.31
O 17.9780 12.0790 11.6900 0.0 -0.5 -2.6 -0.56
H 12.2270 7.5100 5.6800 -0.2 -0.1 0.5 0.33
H 8.8100 9.4750 8.3940 -0.7 0.1 -0.8 0.36
C 13.1480 10.7560 9.0790 0.7 2.0 -0.3 0.29
H 11.5160 7.3940 10.4820 -0.5 -0.6 0.1 0.58
H 16.7740 13.6120 10.9250 0.0 0.7 -0.2 0.30
H 16.4760 11.9740 10.2640 0.2 0.2 0.1 -0.15
C 12.4420 7.4840 12.5010 -1.0 -0.4 -2.5 -0.40
H 15.9830 13.4800 6.6950 0.9 -1.2 -1.2 0.36
C 13.1600 13.3510 13.3260 -0.1 -5.6 1.6 0.35
H 10.8770 9.5310 4.6050 0.2 0.3 0.4 0.34
C 15.6560 9.2680 11.8880 0.6 -0.2 1.2 1.72
O 15.0890 13.4110 8.5060 0.7 0.2 1.1 -0.54
H 14.7280 10.9400 4.7460 -0.3 0.2 0.3 0.24
H 9.8110 14.3590 11.1240 -0.4 -0.2 0.4 0.05
H 12.3430 11.9940 10.7950 -0.1 -0.4 -0.9 -0.51
C 8.8880 9.6070 9.4490 -0.2 -0.9 1.4 -0.67
H 12.4850 9.9060 9.0010 -0.3 -0.2 0.9 0.11
C 13.2720 11.5130 10.4380 -1.6 0.6 -1.3 0.56
H 13.0790 8.1650 10.5350 -0.7 0.1 0.4 -0.57
N 11.4810 10.0740 13.8920 0.8 0.0 -0.2 -0.04
H 18.7910 9.8800 8.1640 0.8 0.7 -0.4 0.59
H 14.4130 17.2950 11.3940 -0.2 0.2 0.7 0.35
O 13.3420 12.0460 13.7350 -0.5 5.8 -1.8 -0.80
O 13.8640 16.5690 11.7140 -0.2 1.4 1.2 -0.62
O 16.5320 8.3300 13.9080 0.3 -0.5 -0.7 -0.61
H 12.6650 11.5060 8.4280 0.3 -0.2 -0.4 0.17
C 16.3550 8.0710 12.4800 1.4 2.3 1.0 -1.02
N 14.0650 14.2760 13.4280 5.1 2.0 0.6 -0.35
H 16.7940 10.2500 5.1850 -1.0 0.0 -0.4 0.17
H 11.0270 13.5780 10.1610 0.6 -0.5 -0.2 -1.00
O 16.3470 12.8990 5.9660 -1.8 2.8 -0.2 -0.68
H 14.9140 15.1540 10.7880 0.6 -1.3 0.1 0.66
H 13.9560 12.3700 10.5050 0.4 -0.7 -0.2 0.01
H 9.5370 13.8800 8.0450 0.4 0.3 0.5 0.48
H 18.0510 11.4060 4.6450 -0.2 0.1 -0.2 0.38
H 8.7140 12.9990 9.2230 -0.8 -1.1 0.4 0.30
C 15.1370 6.7940 9.2030 2.3 1.9 1.9 0.45
C 17.1640 11.9650 6.5290 0.4 -1.4 0.6 0.39
H 15.0660 7.6750 8.5750 -1.0 0.3 -0.2 -0.27
H 11.3310 11.2460 4.5060 -0.7 -0.3 0.7 0.40
C 10.4440 10.4240 13.1380 4.3 4.6 -1.5 0.11
H 14.0370 16.1680 9.7710 -0.4 -0.1 -0.7 0.57
H 11.7020 8.9610 11.1740 -1.1 2.1 0.1 -0.78
H 15.5020 9.0440 10.8850 -0.9 -0.2 -2.1 -0.73
H 15.0220 14.0150 13.7720 -1.7 0.1 -0.5 0.27
H 13.1010 14.9760 10.6600 0.2 -0.1 0.1 -0.34
H 8.3800 14.6930 9.0620 -0.6 0.5 0.3 0.49
C 10.6350 10.5330 5.0130 0.0 -0.6 -1.6 -1.76
H 13.6340 11.3260 6.1180 0.1 0.2 0.0 -0.57
H 13.7770 13.0660 6.9890 0.2 1.5 0.6 0.05
H 10.0330 10.6400 10.6300 0.1 0.6 0.0 -0.26
C 18.0040 9.6300 8.8390 -0.2 -0.2 0.2 -0.50
H 10.1630 9.5830 6.8820 -0.5 1.0 -0.3 -0.08
O 18.3690 8.3980 9.4840 -0.2 0.2 0.5 -0.57
H 15.9980 12.2910 11.9580 0.1 0.8 -1.2 0.22
H 7.9180 9.8170 9.9750 0.5 -0.4 -0.7 0.26
H 9.3340 8.6630 9.8080 -0.5 -0.1 0.1 0.13
C 10.2180 14.2750 10.1270 -2.0 0.3 -1.6 1.72
H 18.5340 7.7180 8.8150 -0.1 0.5 0.1 0.31
O 9.7950 10.6240 9.6850 0.7 0.9 -0.1 0.24
C 17.5560 10.9310 5.4870 0.6 0.3 0.6 -1.30
H 11.2830 13.1590 12.6570 0.4 0.3 0.0 0.16
H 9.7570 11.6120 7.8600 0.4 0.3 -0.3 0.19
H 14.4090 10.1440 7.6450 0.0 -0.2 0.9 -0.86
```
Forces are in eV/Å.